# 1
{
  "formula": "C13H10N5O4SeY",
  "method": "ωB97M-V with the def2-TZVPD basis set",
  "elements": ["Y", "Se", "O", "O", "O", "O", "N", "N", "N", "N", "N", "C", "C", "C", "C", "C", "C", "C", "C", "C", "C", "C", "C", "C", "H", "H", "H", "H", "H", "H", "H", "H", "H", "H"],
  "coordinates": [[0.02463, -0.91934, 0.51706], [1.32604, -3.13499, 1.35710], [-3.83972, 0.03524, -0.32718], [-2.14243, -0.96844, 0.85739], [-0.74548, 1.14307, -0.26738], [-0.77464, -0.65764, -1.47360], [0.45637, 0.08968, 2.69810], [-0.92221, -6.54136, -1.08435], [1.93555, 0.70067, 4.19207], [3.99813, 0.61070, 1.84712], [2.27490, 0.15419, 0.56804], [4.48557, 0.49032, 0.55128], [-1.36054, -5.27594, -1.07931], [-0.75752, -4.24396, -0.38510], [1.70670, 0.40335, 2.90099], [0.72571, 0.55358, 4.86488], [0.85353, -5.78320, 0.36207], [0.39382, -4.47084, 0.36880], [-2.69266, -0.21267, -0.11585], [2.67134, 0.39689, 1.78575], [-1.41247, 0.26316, -0.84069], [0.17838, -6.75579, -0.35731], [3.41231, 0.19525, -0.21763], [-0.17399, 0.18327, 3.92508], [2.80574, 0.98097, 4.60526], [5.52894, 0.61847, 0.32252], [1.74014, -6.06160, 0.91856], [-1.22371, -3.26944, -0.45923], [4.54613, 0.78667, 2.66873], [0.55588, -7.77428, -0.34047], [0.63356, 0.73449, 5.92130], [-1.22413, -0.02561, 4.04049], [3.38362, 0.01352, -1.27864], [-2.25190, -5.06129, -1.65947]],
  "atomic_forces_ev_per_a": [[0.99, -0.68, 1.13], [0.41, -0.63, 0.21], [-0.11, 0.00, -0.01], [-0.64, 0.78, -0.95], [-0.13, 1.09, 0.08], [-0.59, 0.03, -0.87], [-0.54, 0.00, 0.33], [0.18, 0.43, 0.22], [-0.42, -0.08, 0.34], [0.21, 0.01, -0.48], [0.30, -0.18, -0.59], [0.08, 0.02, 0.54], [0.03, -0.39, -0.06], [0.08, 0.30, 0.09], [0.86, 0.12, -0.48], [0.51, 0.18, -0.07], [0.21, -0.06, 0.15], [-0.23, -0.38, -0.25], [0.33, -0.59, 0.78], [-0.41, 0.17, 1.04], [-0.44, -0.08, -0.60], [-0.17, -0.09, -0.13], [-0.34, 0.03, -0.06], [-0.06, -0.11, -0.34], [0.03, 0.02, 0.05], [-0.05, -0.02, 0.00], [-0.02, 0.05, -0.01], [-0.06, 0.10, 0.05], [0.07, 0.03, 0.02], [-0.06, 0.02, -0.04], [0.01, -0.01, -0.05], [0.03, -0.02, -0.07], [-0.07, 0.02, 0.04], [0.01, -0.09, -0.01]],
  "multiplicity": 1,
  "homo_lumo_gap_ev": 7.260,
  "total_energy_ha": -3516.06945,
  "homo_energy_ha": -0.28912
}

***

# 2
{
  "formula": "C13H11ClCoI2N2O5",
  "method": "ωB97M-V with the def2-TZVPD basis set",
  "elements": ["I", "I", "Co", "Cl", "O", "O", "O", "O", "O", "N", "N", "C", "C", "C", "C", "C", "C", "C", "C", "C", "C", "C", "C", "C", "H", "H", "H", "H", "H", "H", "H", "H", "H", "H", "H"],
  "coordinates": [[-2.80604, 3.12594, -3.03323], [-6.68650, 0.55100, 0.67674], [0.61427, 0.91203, -0.29929], [1.09572, 2.38510, 1.89643], [0.21282, 1.17411, 1.73398], [0.29408, 3.52713, 2.12616], [-0.98111, 1.18659, -1.40551], [2.06631, 2.15032, 2.89434], [1.73827, 2.46219, 0.54637], [2.24930, -0.29577, -0.67210], [-0.20065, -1.05194, -0.05800], [4.54397, -0.69648, -1.16383], [4.47693, -1.90942, -0.49287], [-4.78566, 0.72898, -0.05403], [-3.24179, 1.77465, -1.54610], [0.85913, -1.79511, 0.63169], [-1.48025, -0.97889, 0.65096], [-2.15545, 0.98458, -0.98372], [-4.51829, 1.65554, -1.07129], [-3.76723, -0.10115, 0.46337], [-2.47767, -0.01093, 0.03218], [3.40864, 0.08289, -1.22762], [3.28164, -2.29997, 0.08678], [2.18581, -1.46387, -0.01824], [-0.34132, -1.45939, -0.97745], [5.34966, -2.54468, -0.41979], [-1.96300, -1.95954, 0.70333], [0.87538, -1.47559, 1.67603], [3.19805, -3.23840, 0.61839], [3.41267, 1.04316, -1.72659], [0.69782, -2.87601, 0.61742], [5.45924, -0.35650, -1.62573], [-5.31274, 2.26895, -1.47137], [-4.02631, -0.83458, 1.21734], [-1.27571, -0.66494, 1.67524]],
  "atomic_forces_ev_per_a": [[0.04, 0.01, -0.02], [-0.10, -0.01, 0.04], [0.29, -0.19, 0.13], [-0.09, 0.21, 0.06], [0.13, 0.20, 0.00], [0.20, -0.27, -0.04], [-0.15, 0.19, -0.01], [-0.17, -0.02, -0.24], [-0.16, -0.01, 0.09], [0.13, 0.03, 0.13], [-0.02, 0.01, 0.03], [0.00, -0.05, -0.01], [0.03, 0.01, 0.00], [0.05, 0.02, -0.03], [0.04, -0.08, 0.07], [0.00, -0.06, -0.09], [-0.05, 0.03, -0.07], [-0.04, -0.13, 0.03], [0.03, -0.08, 0.07], [-0.07, 0.02, -0.04], [0.01, 0.04, -0.09], [-0.06, 0.01, 0.01], [0.03, -0.02, -0.03], [-0.07, -0.02, 0.02], [-0.02, 0.05, -0.06], [0.00, 0.01, -0.01], [0.02, -0.03, 0.02], [0.01, 0.05, 0.00], [0.00, 0.01, -0.01], [0.00, 0.01, 0.02], [-0.03, 0.00, 0.02], [-0.01, 0.00, 0.00], [-0.01, 0.00, 0.00], [-0.01, 0.01, 0.00], [0.03, 0.05, 0.00]],
  "multiplicity": 5,
  "homo_lumo_gap_ev": [9.004, 6.106],
  "total_energy_ha": -3425.57777,
  "homo_energy_ha": [-0.43499, -0.45029],
  "s_squared": 6.03,
  "total_charge": 1
}

***

# 3
{
  "formula": "C13H11ClN2PtS",
  "method": "ωB97M-V with the def2-TZVPD basis set",
  "elements": ["Pt", "Cl", "S", "N", "N", "C", "C", "C", "C", "C", "C", "C", "C", "C", "C", "C", "C", "C", "H", "H", "H", "H", "H", "H", "H", "H", "H", "H", "H"],
  "coordinates": [[-1.58263, 0.20881, -0.58424], [-1.56591, 1.76056, -2.40798], [2.57540, -0.03731, 0.90761], [0.41219, -0.15371, -0.46372], [-3.63764, 0.09384, -0.93800], [1.43323, -0.11155, -1.40329], [3.68669, 0.01348, -2.99129], [-1.43205, -0.08586, 1.37386], [0.85925, -0.11451, 0.76788], [2.70358, -0.04299, -0.83002], [0.20531, -0.19927, 3.19742], [-0.81759, -0.21106, 4.12514], [2.41303, -0.06281, -3.56835], [-0.10785, -0.13955, 1.84072], [-2.44413, -0.12893, 2.33371], [1.27908, -0.12885, -2.78651], [-2.14146, -0.19688, 3.68612], [3.84664, 0.02519, -1.61992], [4.55948, 0.06181, -3.62866], [-3.96609, 1.05353, -0.86442], [-4.20596, -0.49908, -0.34680], [-0.59513, -0.22528, 5.18354], [1.24122, -0.22827, 3.51724], [-3.72065, -0.18332, -1.90923], [4.82811, 0.10201, -1.17148], [0.28577, -0.17247, -3.21139], [-3.48390, -0.11753, 2.02648], [2.31760, -0.05269, -4.64574], [-2.94558, -0.22732, 4.41133]],
  "atomic_forces_ev_per_a": [[0.35, -0.16, -0.29], [-0.14, -0.32, -0.59], [-0.03, -0.06, -0.08], [0.01, 0.95, 0.51], [0.07, 0.77, 0.56], [-0.04, 0.01, -0.08], [-0.02, -0.01, -0.01], [-0.44, -1.04, -0.10], [0.31, -0.25, 0.04], [0.01, -0.01, 0.01], [0.03, 0.11, -0.10], [-0.08, -0.04, 0.03], [0.04, 0.00, 0.04], [-0.01, 0.10, 0.16], [0.09, 0.02, 0.01], [-0.04, -0.02, -0.03], [0.04, 0.14, 0.00], [0.01, 0.00, 0.03], [0.00, 0.03, 0.00], [-0.21, -0.05, -0.14], [0.06, -0.08, 0.00], [0.00, -0.08, 0.00], [-0.01, 0.03, 0.03], [-0.05, -0.02, -0.03], [0.00, -0.05, -0.01], [0.03, 0.07, -0.01], [-0.01, 0.01, 0.03], [-0.01, -0.04, 0.00], [0.01, -0.01, 0.02]],
  "multiplicity": 1,
  "homo_lumo_gap_ev": 7.567,
  "total_energy_ha": -1589.26809,
  "relative_energy_kj_mol": 0.0,
  "homo_energy_ha": -0.28594
}

***

# 4
{
  "formula": "C13H11F3IN2O3S2",
  "method": "ωB97M-V with the def2-TZVPD basis set",
  "elements": ["I", "S", "S", "F", "F", "F", "O", "O", "O", "N", "N", "C", "C", "C", "C", "C", "C", "C", "C", "C", "C", "C", "C", "C", "H", "H", "H", "H", "H", "H", "H", "H", "H", "H", "H"],
  "coordinates": [[-0.99211, 5.81552, -1.35716], [-1.14379, -1.51846, -1.75624], [-0.69085, -5.75496, -2.87394], [1.41704, -5.81050, -1.25866], [0.55995, -7.75390, -1.65343], [1.74672, -6.76911, -3.16658], [-1.16946, -6.70115, -3.85947], [-0.20980, -4.49978, -3.42013], [-1.54210, -5.61660, -1.70909], [-1.57700, -0.22526, -0.89696], [0.30781, -1.84822, -1.10905], [-1.04885, 3.70126, -0.92371], [-0.54391, 1.11701, 0.89787], [1.62536, 0.24599, 1.59228], [2.19591, 4.37130, 2.10049], [-1.73735, 2.05915, 0.89907], [0.63670, 2.29532, 2.76570], [-0.57717, 0.03552, -0.04301], [0.82925, -6.55934, -2.20706], [0.55709, 1.20406, 1.71290], [-1.39565, 3.51952, 0.55440], [0.49367, -0.91469, -0.18449], [1.56352, 3.38287, 2.35748], [1.61763, -0.76634, 0.68945], [-0.58250, 3.93935, 1.14232], [1.07658, 1.85683, 3.66579], [-0.06113, 3.28762, -1.12012], [2.47561, 0.32961, 2.25913], [-2.43386, 1.69974, 0.14347], [-1.75994, 3.23148, -1.59755], [2.43461, -1.47229, 0.62610], [-2.28288, 4.11766, 0.78488], [-0.33940, 2.70423, 3.00152], [-2.19837, 2.01887, 1.88906], [2.74865, 5.27771, 2.05475]],
  "atomic_forces_ev_per_a": [[0.08, -0.36, -0.12], [0.41, -0.32, 0.24], [-0.87, 0.37, -0.34], [-0.01, 0.04, 0.02], [-0.05, -0.02, 0.00], [0.00, 0.01, -0.05], [0.29, -0.13, 0.07], [0.24, -0.07, 0.15], [0.27, -0.06, 0.16], [0.18, -0.09, -0.21], [-0.76, 0.34, -0.33], [0.21, -0.10, 0.54], [-0.04, -0.14, -0.26], [-0.14, 0.18, 0.07], [-0.05, -0.20, 0.38], [0.91, 0.07, 0.11], [1.39, -0.24, -0.45], [0.18, -0.47, -0.37], [0.07, 0.03, 0.03], [-0.62, -0.15, -0.33], [-0.57, 0.13, -0.28], [0.28, 0.83, 1.01], [-0.65, 0.21, 0.26], [-0.09, -0.25, -0.27], [0.03, -0.11, 0.10], [-0.25, 0.02, 0.13], [0.03, 0.21, -0.17], [-0.01, 0.12, 0.04], [-0.21, -0.10, 0.25], [-0.12, 0.18, 0.01], [0.01, 0.00, 0.01], [0.04, 0.01, -0.05], [-0.05, 0.06, 0.06], [-0.21, 0.05, -0.10], [0.10, -0.05, -0.31]],
  "multiplicity": 1,
  "homo_lumo_gap_ev": 7.443,
  "total_energy_ha": -2230.92661,
  "homo_energy_ha": -0.20927,
  "total_charge": -1
}

***

What did the second record say?
{
  "formula": "C13H11ClCoI2N2O5",
  "method": "ωB97M-V with the def2-TZVPD basis set",
  "elements": ["I", "I", "Co", "Cl", "O", "O", "O", "O", "O", "N", "N", "C", "C", "C", "C", "C", "C", "C", "C", "C", "C", "C", "C", "C", "H", "H", "H", "H", "H", "H", "H", "H", "H", "H", "H"],
  "coordinates": [[-2.80604, 3.12594, -3.03323], [-6.68650, 0.55100, 0.67674], [0.61427, 0.91203, -0.29929], [1.09572, 2.38510, 1.89643], [0.21282, 1.17411, 1.73398], [0.29408, 3.52713, 2.12616], [-0.98111, 1.18659, -1.40551], [2.06631, 2.15032, 2.89434], [1.73827, 2.46219, 0.54637], [2.24930, -0.29577, -0.67210], [-0.20065, -1.05194, -0.05800], [4.54397, -0.69648, -1.16383], [4.47693, -1.90942, -0.49287], [-4.78566, 0.72898, -0.05403], [-3.24179, 1.77465, -1.54610], [0.85913, -1.79511, 0.63169], [-1.48025, -0.97889, 0.65096], [-2.15545, 0.98458, -0.98372], [-4.51829, 1.65554, -1.07129], [-3.76723, -0.10115, 0.46337], [-2.47767, -0.01093, 0.03218], [3.40864, 0.08289, -1.22762], [3.28164, -2.29997, 0.08678], [2.18581, -1.46387, -0.01824], [-0.34132, -1.45939, -0.97745], [5.34966, -2.54468, -0.41979], [-1.96300, -1.95954, 0.70333], [0.87538, -1.47559, 1.67603], [3.19805, -3.23840, 0.61839], [3.41267, 1.04316, -1.72659], [0.69782, -2.87601, 0.61742], [5.45924, -0.35650, -1.62573], [-5.31274, 2.26895, -1.47137], [-4.02631, -0.83458, 1.21734], [-1.27571, -0.66494, 1.67524]],
  "atomic_forces_ev_per_a": [[0.04, 0.01, -0.02], [-0.10, -0.01, 0.04], [0.29, -0.19, 0.13], [-0.09, 0.21, 0.06], [0.13, 0.20, 0.00], [0.20, -0.27, -0.04], [-0.15, 0.19, -0.01], [-0.17, -0.02, -0.24], [-0.16, -0.01, 0.09], [0.13, 0.03, 0.13], [-0.02, 0.01, 0.03], [0.00, -0.05, -0.01], [0.03, 0.01, 0.00], [0.05, 0.02, -0.03], [0.04, -0.08, 0.07], [0.00, -0.06, -0.09], [-0.05, 0.03, -0.07], [-0.04, -0.13, 0.03], [0.03, -0.08, 0.07], [-0.07, 0.02, -0.04], [0.01, 0.04, -0.09], [-0.06, 0.01, 0.01], [0.03, -0.02, -0.03], [-0.07, -0.02, 0.02], [-0.02, 0.05, -0.06], [0.00, 0.01, -0.01], [0.02, -0.03, 0.02], [0.01, 0.05, 0.00], [0.00, 0.01, -0.01], [0.00, 0.01, 0.02], [-0.03, 0.00, 0.02], [-0.01, 0.00, 0.00], [-0.01, 0.00, 0.00], [-0.01, 0.01, 0.00], [0.03, 0.05, 0.00]],
  "multiplicity": 5,
  "homo_lumo_gap_ev": [9.004, 6.106],
  "total_energy_ha": -3425.57777,
  "homo_energy_ha": [-0.43499, -0.45029],
  "s_squared": 6.03,
  "total_charge": 1
}